66
Properties=species:S:1:pos:R:3:forces:R:3:nbo_charge:R:1 method="wB97M-V/def2-TZVPD" relative_energy_kj_mol=112.42 spin_multiplicity=1 lumo_ev=0.20 total_charge=0 gap_ha=0.196 homo_ev=-5.139
H -2.983 2.988 -0.088 -0.04 0.15 0.29 0.26
H -3.876 3.599 1.360 0.37 -0.01 -0.30 0.21
H 2.937 2.047 -5.068 0.02 -0.17 -0.15 0.21
H 4.388 2.856 -0.396 -0.03 -0.07 0.22 0.21
H 0.828 3.801 -3.572 0.11 -0.31 0.25 0.21
Cl 0.017 -1.565 -0.788 1.23 -0.22 -0.26 -0.62
S 1.983 0.125 1.627 0.84 0.52 -0.32 -0.26
H 0.663 -0.109 -3.513 -0.01 0.39 0.25 0.19
H -1.529 4.063 3.273 -0.01 -0.09 -0.04 0.20
C 0.733 0.877 -3.019 -0.87 0.61 1.75 0.58
H -1.427 2.347 3.732 0.04 0.00 0.03 0.23
H 2.115 0.458 -5.063 0.07 0.05 -0.24 0.22
C -2.943 -1.042 -0.984 0.98 -0.54 2.05 -0.54
H -4.920 -0.975 -0.094 -0.20 0.03 -0.07 0.18
C -0.791 -1.644 3.489 1.00 1.34 -1.35 0.43
H 5.237 1.088 -1.644 0.18 -0.18 0.12 0.19
H 4.274 3.792 1.115 0.02 -0.04 -0.14 0.20
H -3.242 -3.542 -3.056 -0.09 0.19 0.33 0.21
H 1.324 -2.673 2.105 -0.34 -0.24 0.17 0.25
N -2.030 2.681 1.761 -0.28 0.23 -0.17 -0.38
N 4.073 1.727 1.381 -0.18 0.53 0.17 -0.63
H 1.270 1.906 -5.691 0.14 -0.06 0.05 0.21
C 3.281 0.802 0.784 -1.00 -0.59 0.36 0.30
H 5.154 -0.666 -1.374 0.00 0.19 0.15 0.21
C -2.890 3.490 0.879 0.08 -0.18 0.18 -0.43
H 1.564 3.206 -2.028 -0.14 -0.13 -0.37 0.24
N 3.596 0.433 -0.489 0.16 -0.42 0.04 -0.64
H -0.080 -6.753 2.245 -0.15 0.46 -0.08 0.21
H -2.426 4.481 0.744 -0.23 -0.33 0.07 0.20
Al -1.348 0.056 -1.297 -0.09 -1.07 0.65 1.66
C 5.000 0.312 -0.905 -0.19 0.17 -0.34 -0.42
O -1.553 1.199 0.122 0.61 1.48 1.88 -0.76
O 0.118 1.133 -1.937 1.23 -0.13 -1.61 -0.72
C -0.278 -5.678 2.328 -0.20 0.13 -0.27 -0.18
O 0.096 -0.780 3.444 -1.99 -1.56 0.66 -0.55
H -4.100 -4.067 -1.585 -0.17 0.00 -0.47 0.19
H -2.745 -3.481 3.210 0.25 -0.26 -0.04 0.21
N 1.508 1.782 -3.602 -0.39 0.04 0.05 -0.39
C -3.799 -3.181 -2.174 -0.81 -0.32 1.03 -0.65
H 1.705 -5.088 1.668 -0.26 0.03 0.18 0.22
C -2.899 -2.335 -1.319 0.16 -1.36 -0.20 -0.22
H -1.769 -1.465 3.991 0.34 0.09 0.08 0.11
H -4.678 -2.643 -2.531 -0.12 -0.04 0.03 0.20
C 0.739 -4.757 2.050 -0.31 0.14 0.11 -0.22
H -2.086 -2.964 -0.910 0.64 0.69 -1.38 0.19
C -1.563 -5.224 2.665 0.24 0.05 -0.12 -0.22
H -0.621 1.161 1.960 -0.26 0.00 -0.04 0.21
C -0.698 -2.957 2.813 0.22 -0.73 0.25 -0.18
H -4.206 0.593 -0.541 -0.27 0.32 0.40 0.19
H -3.614 -0.338 0.878 0.08 0.13 -0.16 0.19
C -3.986 -0.405 -0.153 -1.66 0.48 -1.33 -0.64
Cl -2.455 0.671 -3.090 -0.03 0.72 -0.90 -0.61
H 3.744 1.931 2.327 0.18 -0.22 -0.58 0.42
C 0.525 -3.400 2.286 0.27 0.09 0.09 -0.13
H 5.677 0.413 -0.048 -0.23 -0.07 -0.21 0.21
C -1.770 -3.864 2.894 0.25 0.23 0.39 -0.16
H -2.388 -5.932 2.761 0.27 0.22 0.04 0.22
C 4.647 2.868 0.665 0.29 -0.14 0.33 -0.42
C 1.984 1.532 -4.949 0.02 0.00 0.04 -0.40
C 1.605 3.162 -3.122 0.16 -0.03 -0.06 -0.42
H 5.734 2.849 0.778 -0.04 0.17 -0.21 0.20
H -3.011 3.138 3.559 0.10 -0.10 -0.10 0.21
H 2.577 3.532 -3.467 -0.15 0.04 0.19 0.20
C -1.359 1.637 1.300 -0.31 -0.75 -1.68 0.57
H 2.964 -0.284 -0.858 0.22 0.42 0.40 0.43
C -1.993 3.079 3.161 0.23 0.02 -0.08 -0.41


74
Properties=species:S:1:pos:R:3:forces:R:3:mulliken_charge:R:1 method="wB97M-V/def2-TZVPD" relative_energy_kj_mol=0.00 spin_multiplicity=1 lumo_ev=-2.68 total_charge=+1 gap_ha=0.308 homo_ev=-11.063
C -3.531 4.010 -1.554 0.06 0.04 0.01 -1.07
H -3.056 -0.050 -4.783 0.01 0.01 0.00 0.36
C 3.095 -3.407 -1.041 -0.01 0.03 -0.02 0.10
Cl 5.429 -6.462 -2.061 0.02 -0.01 -0.01 -0.19
O -0.039 0.047 -2.343 0.04 -0.08 -0.73 -0.19
H 0.188 4.751 -0.111 0.01 0.00 0.00 0.24
H -2.294 -1.674 -4.961 0.03 0.00 0.02 0.35
C 1.866 -4.775 -2.595 -0.01 0.00 0.00 -0.48
F 1.377 2.316 -2.258 0.12 0.06 -0.07 -0.31
H 3.152 -2.522 -0.420 0.00 -0.01 0.01 0.52
C 0.750 -2.767 -1.651 0.12 -0.20 0.01 0.17
H 0.754 -2.956 1.191 -0.02 0.00 0.01 -0.03
C 2.941 -5.638 -2.691 -0.01 -0.02 -0.03 -0.82
C -1.834 -1.637 2.193 -0.11 0.21 0.13 -0.96
C -2.426 -0.345 2.708 0.01 -0.03 0.05 -0.14
Si -2.125 3.955 -0.338 0.45 -0.47 0.10 0.36
C -0.576 4.817 -0.888 -0.10 0.09 -0.01 -0.94
C -2.663 4.427 1.384 -0.01 0.04 -0.07 -0.97
C 4.088 -5.379 -1.953 -0.04 0.04 0.00 0.41
H -1.842 4.300 2.091 0.00 0.03 0.00 0.21
H -1.673 -2.295 3.047 0.04 -0.06 -0.06 0.58
H 0.492 1.640 4.623 0.02 0.02 0.00 0.38
O -0.565 -1.402 1.556 0.18 0.10 -0.18 0.20
H 3.307 1.012 0.932 -0.04 -0.02 -0.02 0.20
O 0.851 -1.824 -0.734 0.15 -0.51 -0.39 0.12
H 2.529 2.528 2.542 0.05 -0.01 -0.01 0.38
F 1.353 1.961 0.008 0.16 0.14 -0.11 -0.54
C 1.933 -3.661 -1.765 0.07 0.06 0.09 0.05
C 2.891 0.520 1.802 0.09 0.06 0.03 -0.61
H 0.184 -2.839 2.864 -0.02 0.02 0.00 0.89
H -1.748 -2.204 -1.007 0.03 0.01 -0.03 0.39
O -0.252 -2.934 -2.328 -0.05 0.06 0.02 -0.72
F 3.339 2.532 -1.080 0.04 -0.13 0.14 -0.27
H 5.088 -4.075 -0.581 0.00 0.00 0.00 0.44
H 0.197 3.084 3.625 -0.02 0.01 0.06 0.29
H 2.899 -6.507 -3.333 0.01 -0.01 0.01 0.43
N -2.121 -0.809 -2.355 -0.03 -0.17 -0.06 -0.26
H -4.309 3.307 -1.254 -0.03 0.02 -0.01 0.31
O 0.802 1.387 2.602 -0.01 0.07 0.00 0.76
C -1.037 -0.325 -2.981 -0.13 0.15 -0.05 0.59
C 0.087 1.994 3.667 -0.01 -0.08 -0.01 -0.94
O -1.497 0.214 3.609 0.04 -0.01 0.01 -0.41
H 2.539 -2.013 2.597 0.01 0.01 -0.04 0.50
H 0.962 -4.959 -3.158 0.00 0.00 0.00 0.49
H -1.898 2.074 4.420 -0.03 0.03 -0.03 0.46
C -1.373 1.625 3.570 0.02 0.03 0.02 -0.08
C -2.155 -0.597 -5.061 -0.07 -0.05 -0.04 -0.91
F 2.324 0.440 -1.275 -0.24 0.10 -0.05 -0.13
H -2.636 0.344 1.889 0.00 -0.03 0.01 -0.15
H -1.890 -0.368 -6.087 0.00 0.02 0.01 0.26
H -2.512 -2.143 1.499 -0.01 0.03 0.00 0.33
H 2.469 1.282 3.798 0.00 0.01 0.00 0.49
N -1.925 -1.200 -1.022 0.18 0.10 -0.01 -0.41
Zr 0.327 0.068 -0.298 -0.58 -0.97 1.08 0.76
H -2.748 -0.932 -0.493 0.09 0.11 0.05 0.44
O 1.970 -0.482 1.324 0.03 0.15 0.18 0.87
C 0.497 -2.267 1.991 0.08 0.00 0.00 -0.95
H -2.819 -1.301 -2.892 0.02 -0.01 0.03 0.34
H 3.705 0.006 2.316 0.01 -0.02 -0.03 0.58
H -3.968 5.010 -1.602 0.01 0.00 0.00 0.40
H -0.766 5.873 -1.094 0.02 0.00 0.01 0.45
C 1.657 -1.402 2.389 -0.05 -0.03 0.05 -0.78
B 2.167 1.900 -1.245 0.49 0.59 -0.28 0.05
H -0.178 4.353 -1.791 0.00 0.01 -0.01 0.25
O -1.038 -0.158 -4.272 0.09 -0.01 0.02 -0.36
H -3.502 3.810 1.711 -0.01 0.01 0.01 0.30
C 4.177 -4.264 -1.132 0.01 0.00 0.00 -1.07
H -3.368 -0.584 3.216 -0.02 -0.01 -0.03 0.51
C 2.200 1.507 2.760 -0.08 -0.07 0.00 -1.21
H -3.187 3.737 -2.552 0.00 0.00 0.00 0.30
H -2.979 5.472 1.415 0.00 0.00 0.00 0.45
Se -1.636 1.662 -0.216 -1.10 0.56 0.20 -0.11
H -1.797 2.022 2.645 0.02 -0.04 0.00 -0.24
H 1.382 -0.828 3.273 0.02 0.02 0.00 0.26


68
Properties=species:S:1:pos:R:3:forces:R:3:nbo_charge:R:1 method="wB97M-V/def2-TZVPD" relative_energy_kj_mol=17.10 spin_multiplicity=1 lumo_ev=-5.82 total_charge=+2 gap_ha=0.293 homo_ev=-13.781
H -2.940 -1.395 2.653 -0.09 0.01 0.08 0.23
H 2.978 0.075 1.700 -0.08 -0.08 -0.07 0.21
C -1.894 3.227 1.614 -0.39 -0.03 -0.02 -0.24
C -1.391 0.046 2.964 -0.28 -0.07 0.22 -0.22
H 1.044 0.681 3.062 -0.05 -0.03 0.04 0.20
H 0.200 2.690 3.037 0.01 0.08 -0.07 0.19
H 4.480 -4.330 0.717 -0.11 -0.10 -0.07 0.22
N 1.607 0.855 0.278 0.86 -0.07 -0.45 -0.76
H -1.248 -0.937 -6.098 0.01 0.01 -0.04 0.25
H -1.455 -2.579 -4.283 0.00 -0.09 -0.02 0.23
H -3.041 3.119 -0.188 -0.08 -0.10 0.08 0.21
N 3.488 -3.466 -0.919 -0.09 -0.17 0.14 -0.56
H -0.579 -1.281 1.663 0.06 0.05 0.00 0.40
H 0.405 4.310 2.395 -0.09 -0.16 0.04 0.21
N -0.547 2.916 1.120 -0.01 0.67 -0.08 -0.73
C 0.465 3.244 2.132 0.30 0.10 0.30 -0.22
S 1.562 -1.894 -1.845 0.64 0.34 -0.43 -0.32
H 1.841 2.804 -0.400 0.07 -0.11 0.01 0.21
O -1.119 -3.374 -1.754 -0.29 -0.02 0.15 -0.66
C 2.193 -3.157 -0.938 0.13 0.31 -0.12 0.33
C -0.589 1.005 -3.417 -0.11 -0.23 -0.53 0.07
N 1.519 -3.952 -0.101 0.11 -0.13 0.04 -0.58
C -0.245 2.396 -3.003 0.01 0.35 0.70 0.79
N -0.732 0.132 -2.423 0.00 -0.08 0.02 -0.47
H -4.458 0.374 1.368 0.12 0.00 -0.11 0.21
O -0.223 2.745 -1.838 -0.02 -0.09 -0.11 -0.65
H -2.081 4.310 1.622 0.02 -0.17 0.08 0.22
C -3.404 0.107 1.220 -0.16 -0.41 0.24 -0.23
C 3.774 -4.609 -0.071 0.40 -0.27 0.19 -0.23
H 2.353 -4.898 1.581 0.03 -0.06 -0.11 0.21
N -0.398 -0.320 1.949 -0.07 -0.90 0.76 -0.75
C 2.204 2.195 0.433 0.14 0.38 0.17 -0.22
H -3.946 2.691 1.277 0.04 -0.02 -0.14 0.22
H -3.380 -0.778 0.579 -0.05 0.14 0.04 0.22
H 2.475 3.873 1.657 0.02 -0.09 0.07 0.24
H 3.297 2.122 0.340 -0.15 0.01 -0.05 0.21
Cd -0.582 0.822 0.029 -0.01 -0.10 -0.97 1.72
H 2.015 -1.117 0.803 0.04 0.15 -0.05 0.22
H 1.929 0.507 -0.628 0.04 -0.14 0.19 0.42
H -3.102 1.026 -0.510 -0.04 0.04 0.10 0.40
C 1.982 -0.139 1.291 0.01 -0.15 0.38 -0.25
H -1.314 1.118 3.136 0.12 -0.02 0.05 0.19
H -3.455 0.111 3.387 0.03 -0.08 0.00 0.24
H 0.266 4.093 -3.755 -0.11 -0.23 0.25 0.53
H 0.515 -4.018 -0.064 0.04 0.23 -0.20 0.44
C -2.988 2.571 0.758 0.14 0.45 0.23 -0.24
H 2.064 -5.967 0.198 0.04 0.08 0.03 0.22
C 0.974 -0.216 2.446 0.41 0.03 -0.06 -0.24
C -0.980 -1.141 -2.730 -0.30 0.37 -0.68 0.09
H -1.177 -0.454 3.922 0.03 0.16 -0.15 0.21
H 2.401 2.386 2.568 0.03 0.08 0.00 0.22
O 0.031 3.185 -4.014 0.08 0.12 -0.59 -0.64
C -2.831 -0.310 2.596 0.18 0.25 -0.13 -0.43
H -0.606 1.419 -5.527 -0.01 0.02 -0.01 0.26
C -0.743 0.672 -4.761 0.01 -0.10 0.24 -0.17
H 4.216 -5.418 -0.659 -0.09 0.04 0.14 0.22
C -1.192 -1.560 -4.047 0.03 0.24 0.30 -0.19
C -1.025 -2.059 -1.552 -0.43 -0.06 0.63 0.82
H -1.020 -3.638 -2.679 0.15 0.12 0.07 0.51
C 2.382 -4.965 0.491 0.10 -0.42 0.31 -0.23
H 4.177 -3.014 -1.495 -0.18 0.10 -0.06 0.44
H -0.371 3.508 0.309 -0.05 -0.07 0.01 0.40
C -1.083 -0.637 -5.073 0.05 0.06 0.17 -0.13
H 1.244 -1.073 3.076 -0.05 0.16 0.02 0.21
N -2.731 1.159 0.427 -0.81 0.11 -0.44 -0.75
O -1.166 -1.620 -0.421 -0.21 -0.32 -0.41 -0.69
H -1.979 2.888 2.650 0.08 0.05 -0.10 0.20
C 1.930 2.931 1.747 -0.14 -0.13 -0.19 -0.44